Entry 1:
Computed, not measured: 3 unconnected molecules or ions with the total composition C8H16O2, with the ωB97M-V functional and the def2-TZVPD basis.

Geometry (Å):
C -3.04834 0.01555 -1.45559
C -2.04961 -0.66970 -1.99574
C -0.95992 -1.30286 -1.23246
C -0.37684 -0.76147 -0.16967
C 0.73314 -1.38897 0.63075
C 1.66816 -0.34438 1.19840
C 2.82187 -0.09007 0.60175
C 1.21703 0.40621 2.42712
H -3.16059 0.13271 -0.38425
H -3.84120 0.47391 -2.03485
H -2.00031 -0.78211 -3.07280
H -0.62720 -2.26538 -1.61332
H -0.69812 0.21886 0.16956
H 1.30005 -2.09029 0.01982
H 0.27748 -1.96531 1.44295
H 3.17591 -0.59265 -0.29080
H 3.50833 0.66119 0.97642
H 1.99191 0.37452 3.19368
H 1.00354 1.45582 2.23213
H 0.30342 -0.02506 2.83896
O 1.32604 0.75433 -2.64181
H 1.31041 -0.18494 -2.44133
H 0.81242 1.15654 -1.93393
O -1.48713 2.56445 1.43203
H -1.17730 2.47056 0.52598
H -2.02316 1.77852 1.57697

Properties
Structure (SMILES): C=C/C=C/CC(=C)C.O.O
Highest occupied orbital energy in hartree: -0.3417
Gap between HOMO and LUMO in eV: 9.892

Entry 2:
Computed, not measured: a single C8H16O3 molecule, with the ωB97M-V functional and the def2-TZVPD basis.

Geometry (Å):
C -3.24770 -0.60981 -0.38138
C -2.11932 -1.17036 0.49761
C -1.19383 -0.01071 1.00156
C -0.46496 0.50562 -0.20253
C 0.81773 -0.13432 -0.60198
C 2.11988 -0.23636 0.23697
C 3.29008 -0.89785 -0.40401
O 2.31645 1.14563 0.59853
C -0.51464 2.07172 -0.19443
O -1.69517 2.48520 -0.37033
O 0.41543 2.90212 0.19735
H -4.25322 -0.97325 -0.17605
H -3.16895 -0.83684 -1.48470
H -3.35295 0.48284 -0.14272
H -2.42439 -1.80762 1.39917
H -1.81470 -2.06616 -0.01950
H -0.63750 -0.56706 1.59045
H -1.63234 0.77164 1.54384
H -1.25664 0.34548 -1.01000
H 0.45654 -1.09444 -0.71543
H 1.16469 0.21246 -1.53314
H 1.84516 -0.74145 1.16949
H 3.63256 -0.44044 -1.30771
H 4.12604 -0.89777 0.21182
H 3.13532 -1.97737 -0.68470
H 3.26488 1.18591 0.38901
H 1.19155 2.35318 0.39280

Properties
Structure (SMILES): CCC[C@H](C[C@@H](C)O)C(=O)O
Highest occupied orbital energy in hartree: -0.3422
Gap between HOMO and LUMO in eV: 9.800

Entry 3:
Computed, not measured: a single C8H17B2NO7 molecule, with the ωB97M-V functional and the def2-TZVPD basis.

Geometry (Å):
C 3.33621 -0.86317 1.75344
C 2.64532 0.29117 1.02362
N 1.85490 -0.24481 -0.08869
C 0.82581 0.57966 -0.67078
C 0.85585 2.06802 -0.28380
B -0.05426 2.46824 0.95141
O -1.43248 2.41173 0.86872
O 0.48892 2.86003 2.14704
O 1.02676 0.56496 -2.15416
C -0.18319 0.60161 -2.73670
O -0.39903 0.60451 -3.91207
O -1.16516 0.63454 -1.77274
C -0.54120 -0.08331 -0.65898
B -0.61416 -1.64559 -1.07640
O 0.48073 -2.37508 -1.49853
O -1.86086 -2.21736 -1.08890
C -2.62920 -2.15264 0.12551
C -3.86209 -1.26374 -0.04987
H 4.21315 -0.52264 2.30508
H 2.64908 -1.37890 2.42875
H 3.66574 -1.60434 1.01715
H 1.99494 0.83838 1.70405
H 3.43505 0.95933 0.65293
H 2.44290 -0.61733 -0.82115
H 0.43609 2.60824 -1.13949
H 1.88129 2.41444 -0.16641
H -1.74753 2.48460 -0.04148
H -0.17317 3.34826 2.65470
H -1.08163 0.06896 0.27531
H 0.93501 -2.75193 -0.73580
H -2.91839 -3.17874 0.35526
H -2.01202 -1.77525 0.94741
H -4.71986 -1.66737 0.49148
H -4.09674 -1.21601 -1.11452
H -3.67679 -0.24843 0.30862

Properties
Structure (SMILES): CCN[C@@]1(CB(O)O)OC(=O)O[C@H]1B(O)OCC
Highest occupied orbital energy in hartree: -0.3453
Gap between HOMO and LUMO in eV: 9.636

Entry 4:
Computed, not measured: a single C8H17BO2 molecule, with the ωB97M-V functional and the def2-TZVPD basis.

Geometry (Å):
O -0.00833 -3.39370 -1.63066
B -0.37111 -2.73014 -0.47326
O 0.41272 -2.76904 0.69167
C -1.70183 -1.86267 -0.52972
C -1.45254 -0.45379 -1.05136
C -0.27189 0.25229 -0.34388
C 0.19236 1.60186 -1.00979
C 1.48402 2.11870 -0.33879
C 1.31744 2.20128 1.21725
C 0.86729 0.86880 1.84685
C -0.44289 0.44820 1.20261
H -0.61228 -3.45551 -2.41979
H 1.10948 -3.43374 0.45141
H -2.44570 -2.39815 -1.08761
H -2.01677 -1.89401 0.49420
H -2.31636 0.18417 -0.94882
H -1.19480 -0.51039 -2.09715
H 0.55163 -0.47259 -0.44840
H 0.31511 1.48673 -2.07634
H -0.60110 2.30435 -0.87142
H 2.31434 1.44726 -0.58876
H 1.78552 3.08399 -0.77503
H 0.54798 2.92533 1.42831
H 2.18629 2.66831 1.68091
H 0.76364 0.89976 2.93271
H 1.65185 0.08048 1.74131
H -0.89292 -0.44249 1.64032
H -1.17117 1.24472 1.36322

Properties
Structure (SMILES): OB(O)CCC1CCCCC1
Highest occupied orbital energy in hartree: -0.3768
Gap between HOMO and LUMO in eV: 10.724

Entry 5:
Computed, not measured: a molecular structure, C8H17BO2, with the ωB97M-V functional and the def2-TZVPD basis.

Geometry (Å):
B 1.41568 1.63574 0.08147
C -0.18401 2.55724 -0.81090
C 2.70842 2.59009 0.21491
C -1.17768 -4.13294 1.24128
C -1.49480 2.71097 -2.62803
C 1.38797 0.23354 0.62713
C -1.35405 -2.67867 0.64232
C -0.07103 -0.36757 0.42624
C -0.05765 -1.89489 0.87483
O -0.88484 3.40426 -0.30492
O -0.27526 2.10525 -2.02657
H 3.60278 2.29212 -0.33623
H 2.97134 2.61656 1.22601
H 2.62989 3.61733 -0.09910
H -1.49008 -3.99388 2.32260
H -0.07073 -4.49376 1.14584
H -1.80512 -4.76488 0.76899
H -2.43430 2.33507 -2.03590
H -1.42466 2.28168 -3.69945
H -1.45417 3.71250 -2.68640
H 1.79877 0.32901 1.60778
H 1.96281 -0.62535 0.10918
H -1.41877 -2.68147 -0.39431
H -2.21537 -2.03471 1.00528
H -0.59962 -0.39045 -0.47258
H -0.72102 0.25038 1.00100
H 0.02599 -2.06191 1.93793
H 0.62949 -2.55125 0.26162

Properties
Highest occupied orbital energy in hartree: -0.3254
Gap between HOMO and LUMO in eV: 9.506

Entry 6:
Computed, not measured: a molecular structure, C8H17Br3N3, with the ωB97M-V functional and the def2-TZVPD basis.

Geometry (Å):
C 0.52322 1.61684 0.75821
C -0.81204 0.89580 0.60465
C -1.27564 0.64095 -0.84480
C -0.87300 1.77045 -1.79553
C -0.91771 -0.79275 -1.35647
C -0.22552 -0.90264 -2.71032
N 1.21131 -0.67700 -2.35747
C 1.30302 -1.20130 -1.10006
N 2.45057 -1.40822 -0.50473
N 0.11227 -1.50408 -0.50507
H 0.50091 2.62668 0.35186
H 1.35542 1.07726 0.29468
H 0.76683 1.70823 1.81675
H -1.57764 1.47406 1.12200
H -0.74888 -0.05144 1.13762
H -2.36537 0.66685 -0.82117
H -1.31274 1.64221 -2.78338
H 0.20546 1.90395 -1.89926
H -1.26162 2.71351 -1.41142
H -1.82903 -1.38502 -1.34169
H -0.29241 -1.94014 -3.03882
H -0.54182 -0.25992 -3.52237
H 1.45425 0.31219 -2.30994
H 3.29826 -1.42871 -1.05705
H 2.51695 -1.48006 0.50049
H -0.02552 -2.51361 -0.51348
C -0.34939 -0.78642 4.74827
Br 0.87840 -1.44549 3.40482
Br 0.38312 0.70953 5.68673
Br -2.06829 -0.38827 3.99256
H -0.48340 -1.59344 5.45438

Properties
Highest occupied orbital energy in hartree: -0.4685
Total charge: +1
Gap between HOMO and LUMO in eV: 9.298

Entry 7:
Computed, not measured: 2 unconnected molecules or ions with the total composition C8H17BrOSi, with the ωB97M-V functional and the def2-TZVPD basis.

Geometry (Å):
C -1.87197 0.79508 1.48285
Si -1.91536 -0.50765 0.09787
C -0.92875 -2.15441 0.29213
C -3.95835 -0.85492 -0.13264
C -1.58099 0.25829 -1.61981
O -0.53501 0.80840 -1.91127
H -0.80312 1.16988 1.64151
H -2.58476 1.60770 1.61694
H -2.02953 0.01767 2.34548
H -0.95510 -2.97495 -0.38981
H 0.11046 -1.97021 0.37139
H -1.17484 -2.48136 1.26190
H -4.15929 -1.63526 -0.84942
H -4.34247 -1.20018 0.77279
H -4.50530 0.13064 -0.32940
H -2.15886 -0.04997 -2.46260
C 3.21222 0.88482 1.65715
C 2.61250 0.83756 0.23525
C 1.87180 2.09311 -0.19727
C 2.48716 -0.20042 -0.59270
Br 3.25899 -1.98332 -0.42406
H 2.42196 1.01441 2.38509
H 3.94835 0.08692 1.89240
H 3.83368 1.74696 1.70848
H 1.17668 2.47518 0.62295
H 1.20547 1.93166 -1.01173
H 2.55725 2.88243 -0.55882
H 2.03057 -0.01494 -1.51496

Properties
Structure (SMILES): C[Si](C)(C)C=O.CC(C)=CBr
Highest occupied orbital energy in hartree: -0.3313
Gap between HOMO and LUMO in eV: 9.595

Entry 8:
Computed, not measured: a molecular structure, C8H17CeClINO4P, with the ωB97M-V functional and the def2-TZVPD basis.

Geometry (Å):
C -4.33141 2.74251 -5.18873
C -4.13560 1.62283 -4.20340
H -5.16528 2.48099 -5.85100
H -3.42787 2.88559 -5.78488
H -4.56512 3.67088 -4.66315
O -4.76826 0.60143 -4.10888
I -2.48071 1.89430 -2.75391
Ce -0.69042 0.65184 1.00077
P 0.88772 -1.08824 -0.70851
C 1.25938 -2.86157 -0.72548
C 0.50897 -0.76488 -2.46443
H 2.57028 0.69613 -0.70826
H 3.17144 -0.84346 -1.38649
H 3.03996 -0.65801 0.37787
C 2.57627 -0.39338 -0.58114
H 0.37185 0.30797 -2.64728
H 1.34767 -1.12764 -3.07142
H 2.01000 -3.04734 -1.50597
H 0.36642 -3.45531 -0.95627
H -0.39783 -1.30053 -2.76925
H 1.67907 -3.18731 0.23491
C -0.94666 -1.85005 1.26372
O -0.92738 -2.93287 1.68240
Cl 0.28197 2.58208 -0.34143
N 1.80396 -0.37322 5.14789
C 1.12103 0.93245 4.91176
C 0.45715 0.75165 3.56657
O -0.57004 1.45169 3.21224
O 0.89271 -0.19617 2.82721
H 1.06815 -1.07216 5.33315
H 2.42142 -0.33188 5.96380
H 2.33103 -0.63734 4.29198
H 0.36650 1.11598 5.68597
H 1.87362 1.73303 4.91963

Properties
Highest occupied orbital energy (alpha / beta) in hartree: -0.6275 / -0.6276
Total charge: +3
Gap between HOMO and LUMO (alpha / beta) in eV: 3.412 / 3.428

| no. | total energy (eV) |
| --- | --- |
| 1 | -12648.647 |
| 2 | -14696.013 |
| 3 | -25751.873 |
| 4 | -13346.193 |
| 5 | -13339.807 |
| 6 | -223163.211 |
| 7 | -88537.498 |
| 8 | -61064.730 |